{
  "formula": "C57H49AsN6OP2S2Sc",
  "method": "ωB97M-V/def2-TZVPD",
  "elements": ["Sc", "O", "S", "C", "C", "C", "C", "C", "C", "P", "C", "C", "C", "C", "C", "C", "C", "C", "C", "C", "C", "C", "C", "C", "C", "C", "C", "C", "P", "C", "C", "C", "C", "C", "C", "C", "C", "C", "C", "C", "C", "H", "H", "H", "H", "H", "H", "H", "H", "H", "H", "H", "H", "H", "H", "H", "H", "H", "H", "H", "H", "H", "H", "H", "H", "H", "H", "H", "H", "C", "C", "N", "C", "C", "N", "C", "C", "C", "C", "C", "N", "C", "C", "N", "C", "C", "N", "C", "C", "C", "N", "C", "C", "H", "H", "H", "H", "H", "H", "H", "H", "H", "H", "H", "H", "C", "As", "C", "C", "S", "H", "H", "H", "H", "H", "H", "H", "H", "H"],
  "xyz": [[-0.8466, -0.0577, -0.0912], [-0.4095, -3.6347, -0.5145], [0.0426, -2.3975, -1.1773], [1.8049, -2.4621, -1.3253], [2.4052, -3.2536, -2.2935], [3.7860, -3.3734, -2.2904], [4.5395, -2.7186, -1.3260], [3.9247, -1.9318, -0.3615], [2.5394, -1.7973, -0.3526], [1.6712, -0.7979, 0.8915], [2.8784, 0.4410, 1.4281], [2.9544, 1.6211, 0.6871], [3.9067, 2.5813, 0.9823], [4.7922, 2.3704, 2.0326], [4.7282, 1.1982, 2.7703], [3.7788, 0.2311, 2.4702], [1.4518, -1.9402, 2.2935], [1.3017, -1.4262, 3.5826], [1.1203, -2.2767, 4.6599], [1.0698, -3.6510, 4.4595], [1.2168, -4.1684, 3.1825], [1.4187, -3.3207, 2.1008], [-0.5453, -2.4297, -2.8550], [-1.0279, -3.6475, -3.3062], [-1.6183, -3.7136, -4.5612], [-1.7246, -2.5647, -5.3252], [-1.2337, -1.3495, -4.8571], [-0.6424, -1.2486, -3.6006], [0.2399, 0.1837, -2.8783], [1.9271, -0.1100, -3.5228], [3.0375, 0.2900, -2.7872], [4.3107, 0.1869, -3.3241], [4.4828, -0.3263, -4.6016], [3.3804, -0.7396, -5.3369], [2.1059, -0.6305, -4.8034], [-0.1793, 1.7676, -3.7058], [-1.2334, 2.0262, -4.5736], [-1.3578, 3.2670, -5.1950], [-0.4358, 4.2695, -4.9492], [0.6134, 4.0300, -4.0667], [0.7400, 2.7949, -3.4560], [1.8105, -3.7636, -3.0397], [4.2736, -3.9803, -3.0407], [5.6163, -2.8204, -1.3274], [4.5235, -1.4185, 0.3796], [2.2704, 1.7769, -0.1375], [3.9670, 3.4914, 0.3995], [5.5354, 3.1189, 2.2707], [5.4265, 1.0298, 3.5790], [3.7463, -0.6858, 3.0452], [1.3658, -0.3595, 3.7521], [1.0310, -1.8713, 5.6600], [0.9367, -4.3162, 5.3022], [1.1929, -5.2378, 3.0233], [1.5436, -3.7493, 1.1171], [-0.9561, -4.5197, -2.6687], [-1.9877, -4.6579, -4.9368], [-2.1782, -2.6097, -6.3061], [-1.2742, -0.5022, -5.5164], [2.9176, 0.6728, -1.7827], [5.1682, 0.5038, -2.7452], [5.4748, -0.4050, -5.0256], [3.5129, -1.1391, -6.3332], [1.2573, -0.9468, -5.3948], [-1.9808, 1.2807, -4.7802], [-2.1741, 3.4363, -5.8854], [-0.5230, 5.2263, -5.4454], [1.3510, 4.7994, -3.8803], [1.6007, 2.6192, -2.8206], [0.4604, 4.2290, 0.6090], [0.1231, 3.0204, 0.0170], [-0.2945, 1.9915, 0.7555], [-0.4061, 2.1688, 2.0803], [-0.0764, 3.3987, 2.6469], [0.3615, 4.4127, 1.9185], [-0.9295, 1.0172, 2.8408], [-1.0406, 0.9891, 4.2169], [-1.5921, -0.1332, 4.8392], [-2.0422, -1.1732, 4.0274], [-1.8962, -1.0834, 2.6537], [-1.3313, -0.0104, 2.0750], [-2.4360, -2.0821, 1.7009], [-3.0695, -3.2559, 2.0808], [-3.7046, -4.0296, 1.2086], [-3.7173, -3.6372, -0.0530], [-3.0299, -2.5006, -0.4686], [-2.3782, -1.7389, 0.4016], [-1.6850, -0.2186, 6.3091], [-0.6761, 0.3086, 7.1115], [-0.7923, 0.1817, 8.4882], [-1.8244, -0.4031, 9.0825], [-2.7898, -0.8937, 8.3151], [-2.7672, -0.8372, 6.9287], [0.8176, 5.0625, 0.0161], [0.1846, 2.8698, -1.0544], [-0.1777, 3.5796, 3.7096], [-0.7192, 1.8274, 4.8177], [-2.4893, -2.0470, 4.4781], [-3.0802, -3.5880, 3.1110], [-4.2706, -4.2400, -0.7620], [-3.0061, -2.2089, -1.5113], [0.1991, 0.7828, 6.6856], [-0.0189, 0.5680, 9.1418], [-3.6242, -1.3534, 8.8313], [-3.5955, -1.2358, 6.3584], [-5.1280, 3.1697, -0.3705], [-3.8092, 2.7189, -1.6839], [-4.7076, 2.5278, -3.3625], [-2.5726, 4.1777, -1.7917], [-3.0068, 0.7999, -1.1332], [-5.5799, 4.1264, -0.6315], [-4.6505, 3.2355, 0.6053], [-5.8868, 2.3894, -0.3568], [-5.2643, 3.4422, -3.5681], [-5.3892, 1.6818, -3.2972], [-3.9729, 2.3575, -4.1411], [-3.1198, 5.0318, -2.1914], [-1.7485, 3.9241, -2.4564], [-2.2109, 4.4163, -0.7932]],
  "atomic_forces_ev_per_a": [[-0.2, 0.0, -0.2], [0.0, -0.1, 0.0], [0.1, -0.2, 0.0], [-0.1, 0.0, -0.1], [0.1, 0.0, 0.0], [-0.1, 0.0, -0.1], [0.0, 0.1, 0.1], [0.0, -0.1, 0.0], [0.2, 0.1, 0.1], [0.0, -0.1, 0.2], [-0.1, 0.0, -0.1], [0.0, 0.0, 0.0], [0.0, 0.0, 0.0], [0.0, 0.1, -0.1], [0.0, -0.1, 0.0], [0.0, -0.1, 0.0], [0.1, 0.0, 0.0], [0.0, 0.0, 0.0], [0.0, 0.0, 0.0], [0.0, 0.0, 0.0], [0.0, 0.0, -0.1], [-0.1, 0.0, 0.0], [-0.3, 0.0, 0.0], [0.0, 0.0, -0.1], [0.0, -0.1, 0.1], [0.0, 0.1, 0.0], [0.1, -0.1, 0.0], [0.1, 0.0, 0.0], [0.0, 0.1, 0.0], [-0.1, 0.1, 0.0], [0.0, 0.0, 0.0], [0.1, 0.0, 0.0], [0.0, 0.0, 0.0], [0.0, 0.0, 0.0], [0.0, 0.0, 0.0], [0.2, -0.1, 0.0], [-0.2, 0.1, 0.1], [0.0, -0.1, 0.1], [0.1, 0.0, 0.1], [-0.1, 0.1, -0.1], [0.0, -0.1, -0.1], [0.0, 0.0, 0.0], [0.0, 0.0, 0.0], [0.0, 0.0, 0.0], [0.0, 0.0, 0.0], [0.0, 0.0, 0.0], [0.0, 0.0, 0.0], [0.0, 0.0, 0.0], [0.0, 0.0, 0.0], [0.0, 0.0, 0.0], [0.0, 0.0, 0.0], [0.0, 0.0, 0.0], [0.0, 0.0, 0.0], [0.0, 0.0, 0.0], [0.0, 0.0, 0.0], [0.0, 0.0, 0.0], [0.0, 0.0, 0.0], [0.0, 0.0, 0.0], [0.0, 0.2, -0.1], [0.0, 0.0, 0.0], [0.0, 0.0, 0.0], [0.0, 0.0, 0.0], [0.0, 0.0, 0.0], [0.0, 0.0, 0.0], [-0.1, -0.2, 0.0], [0.0, 0.0, 0.0], [0.0, 0.0, 0.0], [0.0, 0.0, 0.0], [0.0, -0.1, 0.0], [0.0, 0.0, -0.1], [0.0, 0.0, 0.1], [-0.1, 0.1, -0.1], [0.1, 0.1, 0.0], [0.0, -0.1, 0.0], [0.0, 0.0, 0.0], [0.0, -0.1, 0.1], [0.0, 0.0, -0.1], [0.0, 0.0, 0.0], [0.0, 0.0, -0.1], [0.0, 0.0, 0.0], [0.0, -0.1, 0.0], [0.0, 0.0, 0.0], [0.0, 0.0, 0.1], [0.0, 0.0, 0.0], [0.0, 0.1, -0.1], [-0.1, -0.1, 0.0], [0.0, 0.2, 0.2], [0.0, 0.0, 0.0], [-0.1, 0.0, 0.0], [0.1, 0.1, 0.0], [0.0, 0.0, 0.0], [-0.1, 0.0, 0.0], [0.1, 0.0, 0.0], [0.0, 0.0, 0.0], [0.0, 0.0, 0.0], [0.0, 0.0, 0.0], [0.0, 0.0, 0.0], [0.0, 0.0, 0.0], [0.0, 0.0, 0.0], [0.0, 0.0, 0.0], [0.0, 0.0, 0.0], [0.0, 0.0, 0.0], [0.0, 0.0, 0.0], [0.0, 0.0, 0.0], [0.0, 0.0, 0.0], [0.0, 0.0, 0.0], [0.0, -0.1, 0.1], [0.0, 0.0, 0.0], [0.0, 0.0, 0.0], [0.0, 0.0, -0.1], [0.0, 0.0, 0.0], [0.0, 0.0, 0.0], [0.0, 0.0, 0.0], [0.0, 0.0, 0.0], [0.0, 0.0, 0.0], [0.0, 0.0, -0.1], [0.0, 0.0, 0.0], [0.0, 0.0, 0.0], [0.0, 0.0, 0.0]],
  "mulliken_charge": [-0.42, -0.82, 2.14, 0.34, -0.59, -0.92, -1.00, -0.49, -0.22, 3.15, 0.28, 0.18, -0.77, -0.89, -0.81, -0.36, 0.79, -0.47, -1.06, -0.93, -1.01, -0.61, -1.06, -0.63, -1.00, -1.06, -0.29, 0.24, 1.30, 0.98, 0.11, -0.87, -0.86, -0.75, -1.05, 1.34, -0.57, -0.97, -0.91, -0.72, -1.01, 0.58, 0.50, 0.48, 0.49, -0.56, 0.54, 0.47, 0.49, 0.59, 0.78, 0.58, 0.49, 0.53, 0.34, 0.66, 0.52, 0.50, 0.76, 0.28, 0.53, 0.44, 0.49, 0.42, 0.61, 0.52, 0.45, 0.51, 0.30, -0.90, -0.84, 1.33, -0.05, -0.52, -0.53, 0.43, -1.02, 0.62, -0.66, 0.95, 0.46, -0.36, -0.24, -0.56, -1.01, -0.49, 0.60, 0.30, -0.55, -0.57, -0.52, -0.56, -0.42, 0.49, 0.59, 0.57, 0.81, 0.56, 0.51, 0.46, 0.82, 0.45, 0.40, 0.41, 0.49, -1.12, 0.82, -0.95, -0.53, -0.69, 0.46, 0.37, 0.40, 0.44, 0.41, 0.16, 0.58, -0.15, 0.34],
  "e_homo_ev": -15.47,
  "total_charge": 3,
  "lumo_energy_ev": -8.51,
  "homo_lumo_gap_ev": 6.960,
  "de_lowest_ev": 0.0000
}